(1)
52
Properties=species:S:1:pos:R:3:nbo_charge:R:1 method="wB97M-V/def2-TZVPD" orbital_gap_ev=8.10 e_homo_ev=-8.71 charge=0 e_lumo_ev=-0.6 spin_multiplicity=1
H 4.00 -0.32 1.16 0.263
N -0.09 -0.94 0.86 -0.671
C -0.53 3.91 -0.34 -0.194
H -1.94 -0.85 -0.74 0.443
C 1.47 2.01 -0.61 -0.348
C -2.94 1.00 -0.40 -0.265
C -4.28 0.37 -0.14 0.272
C 0.79 -3.23 0.80 -0.301
O 2.05 0.89 1.89 -0.413
H -0.87 3.61 -2.43 0.225
N 2.67 -0.51 -0.40 -0.684
H -1.30 4.66 -0.24 0.227
H 1.00 1.98 -2.67 0.252
O -1.05 -2.45 -0.53 -0.624
C 1.19 2.56 0.63 0.153
C -6.04 -0.87 0.38 -0.310
H 0.69 -0.74 1.48 0.444
H 4.54 -1.44 -0.10 0.184
H -3.96 -1.59 0.76 0.232
H 1.69 -3.49 -1.57 0.225
C 3.67 -1.10 0.47 -0.250
H 2.77 -1.21 -2.38 0.222
H 1.16 -1.16 -1.64 0.202
H 0.74 -3.27 1.89 0.220
C 0.21 3.54 0.77 -0.166
H -7.42 0.71 -0.37 0.203
O 3.97 1.64 -0.03 -0.931
H -2.76 1.81 0.31 0.247
O -5.38 1.06 -0.49 -0.403
C 0.74 2.40 -1.71 -0.178
N 1.85 2.09 1.82 0.534
O -0.87 1.09 1.49 -0.663
C 2.21 -1.39 -1.45 -0.252
N -1.87 0.05 -0.26 -0.625
S 2.99 1.06 -0.88 2.335
C 3.03 -2.26 1.24 -0.217
H -6.66 -1.67 0.73 0.229
H -2.93 1.42 -1.42 0.210
C -4.63 -0.83 0.40 -0.316
C -0.98 0.14 0.74 0.802
C -0.20 -2.17 0.30 0.680
C -6.45 0.30 -0.17 0.083
C -0.28 3.33 -1.57 -0.193
N 2.17 -3.08 0.40 -0.439
C 2.39 -2.86 -1.01 -0.234
H 0.02 3.96 1.75 0.248
H 2.48 -1.86 2.09 0.195
H 3.84 -2.90 1.63 0.200
H 3.40 -3.19 -1.24 0.202
H 0.43 -4.18 0.39 0.224
O 3.20 1.09 -2.30 -0.940
O 2.10 2.89 2.69 -0.338

---

(2)
14
Properties=species:S:1:pos:R:3:nbo_charge:R:1 method="wB97M-V/def2-TZVPD" orbital_gap_ev=7.79 e_homo_ev=-9.49 charge=0 e_lumo_ev=-1.7 e_above_lowest_ev=4.460 spin_multiplicity=1
C -0.35 2.62 3.99 0.135
H 2.01 0.34 -0.52 0.215
H 0.67 -1.59 -0.17 0.263
H -2.01 -1.32 -0.43 0.241
C 0.85 1.37 0.88 -0.315
C -1.20 -0.70 -0.04 -0.218
H -2.34 0.42 1.42 0.201
C -1.41 0.40 0.83 -0.195
C -0.30 1.68 1.64 0.249
H 1.60 2.16 1.28 0.231
C 0.18 -0.69 -0.57 -0.510
C 1.04 0.43 -0.07 -0.033
C -0.46 2.35 2.78 -0.516
H 0.54 -0.77 -1.70 0.253

---

(3)
41
Properties=species:S:1:pos:R:3:nbo_charge:R:1 method="wB97M-V/def2-TZVPD" orbital_gap_ev=9.22 e_homo_ev=-8.55 charge=0 e_lumo_ev=0.7 e_above_lowest_ev=2.086 spin_multiplicity=1
H 0.48 -3.68 -1.92 0.224
H 2.32 1.40 -1.22 0.248
C -4.52 -0.33 0.74 -0.220
C 0.76 -0.53 1.70 0.795
H 0.23 -2.44 2.03 0.411
O 0.32 -0.92 -3.34 -0.578
H 0.71 1.85 -1.82 0.230
H -5.52 0.05 0.89 0.214
N 0.31 -1.74 1.30 -0.617
C -2.43 -1.10 1.64 -0.242
H -4.08 -0.46 2.83 0.214
H 3.15 0.88 1.71 0.210
H 3.92 4.21 1.03 0.170
H -1.82 -1.31 2.51 0.214
C -4.03 -0.53 -0.54 -0.189
H 2.91 2.54 2.28 0.174
H -2.38 -1.15 -1.73 0.215
C -2.75 -1.02 -0.73 -0.245
H -0.07 -3.33 -3.58 0.241
H 0.72 1.92 2.09 0.238
O 3.53 2.30 0.34 -0.542
C 1.25 1.74 1.15 -0.250
O 1.13 -0.30 2.84 -0.645
H 2.53 4.09 -0.08 0.161
C -1.94 -1.31 0.36 0.048
C 1.39 1.01 -1.61 -0.699
H -1.23 -3.30 -2.24 0.226
H -4.65 -0.31 -1.40 0.213
C 0.11 -1.60 -2.36 0.570
C 2.76 1.87 1.43 -0.077
H -0.61 -2.92 -0.11 0.227
H 0.93 2.49 0.42 0.215
C -0.53 -1.86 0.13 -0.086
C 0.75 0.08 -0.64 0.349
H 4.19 3.89 -0.70 0.198
N 0.84 0.43 0.70 -0.459
H 1.56 0.50 -2.55 0.276
C -3.71 -0.61 1.83 -0.203
C 0.14 -1.09 -0.99 -0.260
C -0.20 -3.08 -2.53 -0.718
C 3.53 3.70 0.14 -0.251

---

(4)
16
Properties=species:S:1:pos:R:3:nbo_charge:R:1 method="wB97M-V/def2-TZVPD" orbital_gap_ev="8.09 / 8.09" e_homo_ev="-8.10 / -8.10" charge=0 e_lumo_ev="0.0 / 0.0" e_above_lowest_ev=4.800 spin_multiplicity=1
C 1.20 -0.51 -0.03 0.133
C -0.31 -0.69 0.08 -0.050
H 1.93 1.18 0.81 0.243
N -2.55 -0.78 -0.43 -0.586
H -0.37 1.75 -0.10 0.225
H -3.44 -0.17 -0.35 0.324
H -2.05 2.03 -0.63 0.228
H 0.71 -2.46 -1.09 0.186
H 0.49 -2.58 0.71 0.183
C -1.42 1.41 0.05 -0.672
C 0.56 -1.90 -0.15 -0.420
H 2.74 0.72 -0.71 0.248
H 3.26 -0.15 0.62 0.235
C 2.32 0.38 0.22 -0.693
C -1.51 -0.05 -0.17 0.181
H -1.55 1.81 1.15 0.235

---

(5)
21
Properties=species:S:1:pos:R:3:nbo_charge:R:1 method="wB97M-V/def2-TZVPD" orbital_gap_ev=11.41 e_homo_ev=-14.57 charge=+1 e_lumo_ev=-3.2 e_above_lowest_ev=1.633 spin_multiplicity=1
H -0.81 1.74 -0.56 0.472
O -0.54 -0.28 1.88 -0.513
C 0.04 -0.25 -0.47 -0.068
H 0.26 -1.15 -1.03 0.262
H 2.90 1.96 -0.74 0.269
O -1.74 1.60 2.49 -0.555
H -0.63 0.37 3.72 0.141
C 0.97 0.94 -0.23 -0.036
H -0.01 1.13 -2.04 0.446
H -1.48 -2.42 -0.50 0.227
H 0.84 1.31 0.77 0.256
C -1.08 0.61 2.70 0.655
C 2.30 0.97 -0.98 -0.639
H -2.27 -2.28 1.07 0.240
H 2.90 -0.02 -0.81 0.266
H 2.02 0.96 -2.03 0.208
N -0.23 1.04 -1.07 -0.522
H -1.83 0.04 0.43 0.191
C -1.03 -0.62 0.63 0.088
H -0.60 -2.75 1.00 0.229
C -1.46 -2.09 0.50 -0.617

---

(6)
21
Properties=species:S:1:pos:R:3:nbo_charge:R:1 method="wB97M-V/def2-TZVPD" orbital_gap_ev=10.12 e_homo_ev=-9.53 charge=0 e_lumo_ev=0.6 e_above_lowest_ev=2.943 spin_multiplicity=1
C 1.40 1.86 -0.49 -0.404
H 2.35 2.40 -0.26 0.201
C 0.92 -0.76 -0.24 -0.270
H -1.93 -2.31 -0.77 0.367
C -0.15 -0.95 0.78 -0.406
H -1.62 1.45 1.77 0.481
H 0.18 -0.27 1.56 0.209
O -1.46 1.32 -1.24 -0.585
H 2.83 -0.39 1.04 0.220
H -0.13 -1.98 1.12 0.215
C 1.53 0.59 -0.44 0.010
H -1.63 -0.92 -1.67 0.384
H 0.65 -1.19 -1.21 0.222
C 2.42 -0.55 0.03 -0.452
C -1.59 -0.55 0.30 -0.151
H 0.49 2.32 -0.82 0.235
H 3.13 -0.98 -0.65 0.226
H -2.30 -0.57 1.15 0.196
O -1.45 1.87 0.93 -0.667
C -1.51 0.93 -0.07 0.796
N -2.11 -1.32 -0.81 -0.828